# C59H100Br2ClNO15P

A 11-piece molecular cluster, C59H100Br2ClNO15P overall at a distorted geometry (ωB97M-V/def2-TZVPD, the OMol25 dataset).

Calculated values
HOMO-LUMO gap: 7.06 eV
LUMO energy: 1.756 eV
net charge: -1
energy above the lowest of the compared OMol25 structures with the same formula, charge and spin: 0.0 kJ/mol

Positions of all 179 atoms, in Å:
C 3.746 0.707 4.138
C 4.180 -0.769 4.113
C 3.566 -1.561 2.946
C 3.313 -3.036 3.288
C 1.830 -3.264 3.659
C 1.073 -3.988 2.507
C 0.277 -3.056 1.617
C -0.969 -2.529 2.022
C -1.567 -2.903 3.358
C -1.342 -1.888 4.492
C -1.508 -2.574 5.854
C -2.951 -2.957 6.159
N -3.680 -1.838 6.816
C -1.618 -1.665 1.129
C -1.105 -1.328 -0.132
C 0.115 -1.858 -0.553
C 0.679 -1.519 -1.940
O 0.620 -2.394 -2.823
O 1.162 -0.378 -2.047
C 0.798 -2.713 0.349
P 2.435 -3.455 -0.139
O 2.107 -4.267 -1.517
Cl 3.537 -1.811 -0.770
C -1.930 -0.414 -0.980
O -2.042 -0.529 -2.170
C -2.715 0.645 -0.241
C -2.948 1.945 -0.962
Br -2.297 3.490 0.051
C -4.428 2.093 -1.498
C -5.265 0.835 -1.324
Br -5.442 3.639 -0.856
C -3.177 0.319 0.966
C -3.938 1.219 1.889
C -3.041 1.855 2.998
C -1.552 1.546 2.930
C -0.737 2.360 3.949
C -0.711 3.847 3.624
C -2.936 -1.047 1.485
O -3.792 -1.609 2.129
H 3.693 1.062 5.167
H 2.768 0.854 3.688
H 4.462 1.341 3.622
H 3.907 -1.227 5.062
H 5.261 -0.767 3.991
H 4.258 -1.512 2.105
H 2.663 -1.046 2.619
H 3.545 -3.653 2.434
H 3.923 -3.308 4.144
H 1.379 -2.289 3.790
H 1.695 -3.872 4.550
H 0.374 -4.710 2.921
H 1.818 -4.524 1.935
H -2.632 -3.052 3.282
H -1.171 -3.859 3.687
H -0.344 -1.465 4.492
H -2.083 -1.089 4.468
H -0.930 -3.502 5.843
H -1.106 -1.969 6.662
H -2.967 -3.797 6.855
H -3.479 -3.280 5.265
H -4.389 -1.507 6.176
H -4.146 -2.158 7.651
H 2.335 -3.713 -2.281
H -2.339 1.932 -1.857
H -4.347 2.277 -2.562
H -6.092 0.906 -2.020
H -5.649 0.779 -0.312
H -4.716 -0.054 -1.612
H -4.516 1.965 1.354
H -4.658 0.586 2.406
H -3.242 2.922 3.009
H -3.383 1.482 3.965
H -1.398 0.503 3.197
H -1.109 1.741 1.958
H 0.287 2.004 3.835
H -1.045 2.148 4.972
H -0.101 4.048 2.746
H -1.698 4.246 3.397
H -0.325 4.441 4.451
C -5.578 8.496 -3.481
C -5.485 7.175 -2.755
O -6.413 6.758 -2.097
C -4.190 6.414 -2.897
H -6.554 8.941 -3.299
H -4.806 9.178 -3.117
H -5.456 8.345 -4.551
H -3.366 7.016 -2.511
H -4.006 6.186 -3.948
H -4.234 5.479 -2.339
C -8.189 9.955 -7.976
C -7.712 9.367 -6.669
O -6.588 9.557 -6.264
C -8.701 8.532 -5.893
H -7.385 10.529 -8.430
H -8.486 9.157 -8.658
H -9.042 10.613 -7.800
H -9.019 7.677 -6.492
H -9.574 9.133 -5.633
H -8.237 8.169 -4.979
C 5.764 -5.853 0.148
C 5.492 -5.844 1.629
O 5.426 -4.804 2.242
C 5.291 -7.180 2.303
H 5.882 -4.827 -0.195
H 6.674 -6.411 -0.065
H 4.928 -6.308 -0.387
H 6.188 -7.791 2.187
H 4.439 -7.698 1.857
H 5.098 -7.025 3.363
C -6.498 -3.735 -1.657
C -7.321 -2.480 -1.495
O -6.912 -1.405 -1.863
C -8.679 -2.630 -0.850
H -5.550 -3.487 -2.130
H -6.301 -4.181 -0.681
H -7.031 -4.454 -2.282
H -8.571 -3.032 0.159
H -9.302 -3.303 -1.440
H -9.162 -1.656 -0.794
C 0.328 2.369 -3.076
C -0.262 3.238 -4.147
O -1.163 4.017 -3.911
C 0.309 3.097 -5.538
H -0.166 2.555 -2.129
H 0.201 1.314 -3.328
H 1.391 2.590 -2.970
H 0.177 2.073 -5.890
H 1.373 3.339 -5.531
H -0.207 3.777 -6.214
C 5.122 -8.556 -3.912
C 5.371 -7.088 -3.656
O 6.246 -6.715 -2.913
C 4.472 -6.107 -4.370
H 5.833 -9.148 -3.339
H 4.109 -8.822 -3.606
H 5.247 -8.778 -4.973
H 3.432 -6.272 -4.082
H 4.570 -6.227 -5.450
H 4.756 -5.094 -4.097
C 10.391 -5.021 -1.084
C 10.240 -4.730 0.384
O 10.148 -5.613 1.210
C 10.204 -3.276 0.787
H 10.400 -6.098 -1.240
H 9.562 -4.588 -1.639
H 11.329 -4.598 -1.451
H 9.362 -2.779 0.302
H 11.132 -2.784 0.490
H 10.089 -3.200 1.866
C 6.781 -2.151 -2.564
C 8.096 -2.135 -3.300
O 9.018 -2.866 -3.006
C 8.220 -1.150 -4.438
H 6.802 -2.898 -1.773
H 6.593 -1.173 -2.121
H 5.971 -2.392 -3.254
H 8.080 -0.134 -4.068
H 7.465 -1.362 -5.197
H 9.208 -1.234 -4.885
C -3.129 12.488 -4.009
C -2.591 12.228 -5.397
O -1.731 12.927 -5.881
C -3.181 11.059 -6.142
H -2.626 13.352 -3.582
H -4.201 12.686 -4.055
H -2.951 11.621 -3.371
H -4.256 11.199 -6.274
H -3.007 10.135 -5.588
H -2.712 10.978 -7.120
C 1.034 -2.354 9.637
C 1.196 -3.213 8.404
O 1.365 -2.727 7.314
C 1.133 -4.710 8.600
H 1.098 -1.306 9.356
H 0.063 -2.541 10.098
H 1.824 -2.579 10.356
H 0.166 -4.993 9.020
H 1.927 -5.034 9.276
H 1.262 -5.205 7.640